1.
Molecular formula: C20H14N3O10PdS
Method: DFT, ωB97M-V/def2-TZVPD

Results
Relative energy (zero: lowest compared OMol25 entry of this formula, charge and spin) in kcal/mol: 5.1
Gap between HOMO and LUMO in eV: 6.8
LUMO energy in eV: 1.292

ORCA input file:
```
! RIJCOSX wB97M-V def2-TZVPD def2/J DEFGRID3
* xyz -1 1
Pd 0.44 0.11 -1.30
O -0.23 -1.16 0.30
C -0.87 -2.21 0.13
C -0.79 -3.18 -0.92
C -1.75 -4.20 -0.88
C -1.79 -5.17 -1.84
C -0.86 -5.16 -2.91
C 0.09 -4.21 -2.97
C 0.22 -3.17 -1.96
O 1.16 -2.36 -1.98
N -2.79 -6.21 -1.76
O -2.80 -7.06 -2.64
O -3.59 -6.19 -0.84
H -1.62 -2.45 0.90
H -2.49 -4.21 -0.08
H -0.94 -5.94 -3.66
H 0.81 -4.19 -3.78
O -4.15 4.66 3.99
C -2.87 4.48 4.41
O -2.55 4.88 5.49
C -1.95 3.75 3.48
C -0.79 3.22 4.02
C 0.10 2.54 3.22
C -0.17 2.38 1.86
C -1.34 2.90 1.31
C -2.21 3.59 2.12
N 0.70 1.66 1.02
C 1.92 1.96 0.96
C 2.88 1.20 0.13
C 4.23 1.46 0.27
C 5.15 0.73 -0.46
C 4.68 -0.25 -1.32
C 3.31 -0.46 -1.42
N 2.43 0.26 -0.71
H -4.29 4.20 3.15
H -0.60 3.35 5.08
H 1.00 2.09 3.64
H -1.52 2.77 0.24
H -3.09 4.02 1.65
H 2.35 2.80 1.53
H 4.55 2.23 0.96
H 6.21 0.92 -0.37
H 5.35 -0.86 -1.91
H 2.88 -1.21 -2.07
O -1.19 2.73 -1.98
S -0.93 1.61 -2.86
O -1.53 1.70 -4.16
O 0.59 1.36 -2.93
O -1.34 0.29 -2.15
*
```

---

2.
Molecular formula: C4H9NO
Method: DFT, ωB97M-V/def2-TZVPD

Results
Relative energy (zero: lowest compared OMol25 entry of this formula, charge and spin) in kcal/mol: 41.7
Gap between HOMO and LUMO in eV: 9.9
SMILES string: CN[C@H](C)C=O
LUMO energy in eV: 0.962

ORCA input file:
```
! RIJCOSX wB97M-V def2-TZVPD def2/J DEFGRID3
* xyz 0 1
C 1.72 -0.55 1.09
N 1.08 0.68 0.67
C -0.25 0.58 0.05
C -1.29 -0.25 0.89
C -0.23 -0.16 -1.25
O -1.13 -0.05 -2.03
H 1.07 -1.15 1.74
H 2.61 -0.37 1.68
H 2.06 -1.10 0.21
H 0.98 1.36 1.41
H -0.66 1.57 -0.15
H -2.27 -0.12 0.43
H -1.40 0.04 1.93
H -0.90 -1.26 0.90
H 0.47 -1.01 -1.33
*
```

---

3.
Molecular formula: C5H16O3
Method: DFT, ωB97M-V/def2-TZVPD

Results
Relative energy (zero: lowest compared OMol25 entry of this formula, charge and spin) in kcal/mol: 22.0
Gap between HOMO and LUMO in eV: 10.7
SMILES string: CC(C)CCO.O.O
LUMO energy in eV: 0.562

ORCA input file:
```
! RIJCOSX wB97M-V def2-TZVPD def2/J DEFGRID3
* xyz 0 1
C 0.68 -1.24 -1.45
C -0.49 -0.69 -0.64
C -1.49 -1.75 -0.19
C -1.20 0.57 -1.15
C -1.29 1.73 -0.14
O -0.25 2.70 -0.48
H 1.13 -0.48 -2.09
H 1.51 -1.54 -0.81
H 0.51 -2.15 -2.03
H 0.08 -0.27 0.19
H -1.96 -2.10 -1.10
H -2.23 -1.33 0.48
H -0.95 -2.61 0.17
H -0.84 0.97 -2.10
H -2.24 0.32 -1.37
H -2.21 2.32 -0.10
H -1.07 1.45 0.88
H -0.20 2.68 -1.44
O 0.52 0.50 2.31
H -0.38 0.63 2.63
H 1.01 1.17 2.77
O 2.97 -1.57 1.17
H 2.28 -1.43 1.79
H 2.67 -1.58 0.27
*
```

---

4.
Molecular formula: As2CsF12
Method: DFT, ωB97M-V/def2-TZVPD

Results
Relative energy (zero: lowest compared OMol25 entry of this formula, charge and spin) in kcal/mol: 247.1
Gap between HOMO and LUMO in eV: 8.3
LUMO energy in eV: 2.207

ORCA input file:
```
! RIJCOSX wB97M-V def2-TZVPD def2/J DEFGRID3
* xyz -1 1
Cs -0.30 0.72 0.85
As 2.10 1.48 -0.52
F 2.30 1.81 -2.28
F 1.61 -0.18 -1.00
F 1.84 1.13 1.25
F 2.43 3.29 -0.18
F 0.39 1.89 -0.56
F 3.84 1.08 -0.30
As -2.01 -1.63 0.37
F -2.70 -1.88 2.00
F -1.85 -3.39 0.22
F -1.30 -1.46 -1.25
F -2.24 0.18 0.58
F -0.39 -1.46 1.11
F -3.72 -1.58 -0.29
*
```

---

5.
Molecular formula: C2FOSc
Method: DFT, ωB97M-V/def2-TZVPD

Results
Gap between HOMO and LUMO (alpha / beta) in eV: 6.1 / 6.2
LUMO energy (alpha / beta) in eV: -6.744 / -6.848

ORCA input file:
```
! RIJCOSX wB97M-V def2-TZVPD def2/J DEFGRID3
* xyz 1 2
C -1.30 -0.62 -0.69
C -0.19 0.21 -0.41
O -0.19 -0.71 0.59
F -0.59 1.46 0.01
Sc 2.27 -0.35 0.50
*
```

---

6.
Molecular formula: C5H11N
Method: DFT, ωB97M-V/def2-TZVPD

Results
Relative energy (zero: lowest compared OMol25 entry of this formula, charge and spin) in kcal/mol: 53.9
Gap between HOMO and LUMO in eV: 10.1
LUMO energy in eV: 1.047

ORCA input file:
```
! RIJCOSX wB97M-V def2-TZVPD def2/J DEFGRID3
* xyz 0 1
C 0.29 -0.07 1.39
C 0.32 -0.09 -0.10
C 1.77 0.02 -0.63
C -0.81 0.88 -0.55
C -1.65 -0.32 -0.50
H 1.07 0.72 1.84
H 0.49 -1.05 1.95
H -0.77 0.22 1.70
H 2.12 1.16 -0.51
H 2.57 -0.65 -0.07
H 1.83 -0.16 -1.73
H -1.07 1.72 0.17
H -0.70 1.42 -1.53
H -2.11 -0.08 0.58
H -2.38 -0.46 -1.32
H -0.51 -2.08 -0.03
N -0.46 -1.19 -0.65
*
```

---

7.
Molecular formula: C2ClNOS2
Method: DFT, ωB97M-V/def2-TZVPD

Results
Gap between HOMO and LUMO (alpha / beta) in eV: 6.7 / 6.1
LUMO energy (alpha / beta) in eV: 0.572 / -2.733

ORCA input file:
```
! RIJCOSX wB97M-V def2-TZVPD def2/J DEFGRID3
* xyz 0 3
C -1.26 0.94 -0.36
C 2.11 -0.59 0.22
N -1.96 0.02 -0.01
O 2.36 0.42 0.73
S 1.74 -1.84 -0.57
S -2.73 -1.23 0.23
Cl -0.25 2.29 -0.25
*
```

---

8.
Molecular formula: C17H20ClN3O4S
Method: DFT, ωB97M-V/def2-TZVPD

Results
Relative energy (zero: lowest compared OMol25 entry of this formula, charge and spin) in kcal/mol: 0.0
Gap between HOMO and LUMO in eV: 9.2
SMILES string: C[C@H](NC(=O)OC(C)(C)C)c1nnc(SCC(=O)c2ccc(Cl)cc2)o1
LUMO energy in eV: 0.292

ORCA input file:
```
! RIJCOSX wB97M-V def2-TZVPD def2/J DEFGRID3
* xyz 0 1
C -2.09 1.06 2.10
C -2.66 0.78 0.71
N -3.11 -0.60 0.58
C -2.21 -1.64 0.62
O -1.14 -1.59 1.17
O -2.75 -2.70 0.03
C -2.02 -3.95 -0.07
C -1.77 -4.52 1.32
C -2.95 -4.86 -0.87
C -0.71 -3.73 -0.83
C -1.64 1.08 -0.34
N -1.29 0.32 -1.33
N -0.35 0.98 -2.03
C -0.17 2.11 -1.43
S 0.95 3.35 -1.84
C 2.10 2.33 -2.83
C 2.44 0.97 -2.23
O 2.72 0.06 -2.96
C 2.40 0.85 -0.75
C 1.87 -0.32 -0.22
C 1.69 -0.46 1.15
C 2.07 0.59 1.98
Cl 1.81 0.45 3.68
C 2.65 1.74 1.47
C 2.81 1.87 0.10
O -0.97 2.25 -0.35
H -2.86 0.88 2.85
H -1.77 2.10 2.16
H -1.25 0.41 2.30
H -3.53 1.42 0.54
H -3.87 -0.76 -0.06
H -1.28 -5.48 1.24
H -2.71 -4.65 1.85
H -1.13 -3.85 1.90
H -2.50 -5.84 -0.98
H -3.90 -4.96 -0.35
H -3.14 -4.43 -1.85
H -0.03 -3.12 -0.23
H -0.24 -4.69 -1.03
H -0.90 -3.21 -1.76
H 1.67 2.18 -3.82
H 3.01 2.93 -2.92
H 1.56 -1.11 -0.89
H 1.23 -1.34 1.55
H 2.96 2.53 2.14
H 3.26 2.77 -0.29
*
```

---

9.
Molecular formula: C31H41N3O5PtS2Te
Method: DFT, ωB97M-V/def2-TZVPD

Results
Relative energy (zero: lowest compared OMol25 entry of this formula, charge and spin) in kcal/mol: 0.0
Gap between HOMO and LUMO (alpha / beta) in eV: 8.5 / 6.0
LUMO energy (alpha / beta) in eV: -2.261 / -5.016

ORCA input file:
```
! RIJCOSX wB97M-V def2-TZVPD def2/J DEFGRID3
* xyz 1 6
Pt 0.38 -0.55 -0.01
C 3.29 -1.95 -0.25
C 2.38 -2.61 -1.27
N 0.99 -2.66 -0.81
C 0.58 -3.73 0.09
C 1.00 -3.52 1.54
S 0.65 -1.83 2.15
C 2.31 -1.23 2.64
C 3.08 -0.37 1.62
N 2.74 -0.67 0.23
H 4.28 -1.82 -0.67
H 3.41 -2.60 0.62
H 2.75 -3.60 -1.52
H 2.37 -2.02 -2.19
H 0.36 -2.63 -1.61
H 0.97 -4.70 -0.23
H -0.51 -3.79 0.04
H 2.06 -3.72 1.70
H 0.45 -4.20 2.18
H 2.87 -2.12 2.94
H 2.14 -0.64 3.53
H 4.15 -0.53 1.79
H 2.86 0.67 1.80
H 3.06 0.09 -0.36
O -2.76 -0.57 -2.30
S -1.63 0.19 -1.88
O -1.36 1.43 -2.55
O -1.61 0.38 -0.35
O -0.34 -0.72 -1.97
C -6.46 1.72 7.47
C -5.59 1.43 6.27
C -5.80 0.31 5.48
C -5.02 0.03 4.37
C -5.32 -1.21 3.57
C -3.99 0.93 4.05
Te -2.79 0.54 2.36
N 0.62 1.08 1.26
C 0.05 2.29 1.07
O -0.99 2.63 1.64
C 0.82 3.23 0.20
C 1.35 2.81 -1.02
C 2.06 3.70 -1.81
C 2.26 5.01 -1.37
C 1.73 5.42 -0.15
C 1.00 4.54 0.63
C -4.34 0.60 0.96
C -4.65 -0.55 0.24
C -3.91 -1.86 0.35
C -5.73 -0.48 -0.64
C -6.45 0.68 -0.83
C -7.58 0.75 -1.81
C -6.07 1.82 -0.12
C -5.02 1.81 0.78
C -4.63 3.07 1.51
C -3.73 2.05 4.84
C -2.62 3.04 4.56
C -4.55 2.28 5.94
H -7.20 0.93 7.62
H -6.99 2.66 7.34
H -5.86 1.80 8.37
H -6.60 -0.38 5.74
H -5.94 -1.89 4.15
H -4.41 -1.75 3.29
H -5.85 -0.96 2.65
H 1.14 1.81 -1.40
H 2.43 3.39 -2.77
H 2.81 5.70 -1.98
H 1.88 6.44 0.18
H 0.57 4.85 1.57
H -2.99 -1.78 0.93
H -3.64 -2.18 -0.66
H -4.54 -2.63 0.80
H -5.98 -1.37 -1.21
H -7.74 -0.21 -2.30
H -7.38 1.49 -2.58
H -8.51 1.03 -1.31
H -6.60 2.75 -0.29
H -5.11 3.93 1.05
H -3.55 3.23 1.47
H -4.94 3.03 2.56
H -2.01 2.78 3.69
H -1.96 3.11 5.42
H -3.04 4.03 4.39
H -4.36 3.16 6.55
*
```

---

10.
Molecular formula: C5H14S2
Method: DFT, ωB97M-V/def2-TZVPD

Results
Relative energy (zero: lowest compared OMol25 entry of this formula, charge and spin) in kcal/mol: 43.6
Gap between HOMO and LUMO in eV: 9.1
SMILES string: CCSC.CSC
LUMO energy in eV: 0.783

ORCA input file:
```
! RIJCOSX wB97M-V def2-TZVPD def2/J DEFGRID3
* xyz 0 1
C 0.02 -1.20 -0.52
C -1.23 -2.09 -0.39
S -1.50 -3.29 1.00
C -0.24 -3.05 2.30
H 1.00 -1.61 -0.97
H 0.26 -0.65 0.40
H -0.14 -0.38 -1.17
H -2.09 -1.45 -0.18
H -1.40 -2.78 -1.25
H 0.45 -3.82 2.45
H -0.74 -3.04 3.28
H 0.22 -2.14 2.15
C 2.08 2.95 -0.39
S 0.92 2.85 -1.77
C -0.87 2.71 -1.25
H 2.92 3.70 -0.58
H 2.34 1.91 -0.10
H 1.64 3.53 0.52
H -1.01 1.62 -1.00
H -1.48 2.94 -2.13
H -1.14 3.29 -0.42
*
```

---

11.
Molecular formula: C15H36N2O14P
Method: DFT, ωB97M-V/def2-TZVPD

Results
Gap between HOMO and LUMO in eV: 5.2
LUMO energy in eV: 1.666

ORCA input file:
```
! RIJCOSX wB97M-V def2-TZVPD def2/J DEFGRID3
* xyz -1 1
N -7.42 -0.56 1.26
C -8.44 0.45 0.80
P -7.72 2.15 0.30
O -6.55 2.30 1.59
C -5.40 2.86 0.87
C -5.18 1.75 -0.31
N -4.08 2.02 -1.29
O -6.51 1.52 -0.82
H -7.05 -0.29 2.18
H -7.88 -1.49 1.30
H -9.31 0.57 1.55
H -8.92 0.01 -0.15
H -8.64 2.77 1.26
H -8.69 2.08 -0.78
H -7.52 3.51 -0.17
H -4.44 2.94 1.52
H -5.51 3.95 0.52
H -4.82 0.85 0.30
H -4.40 1.86 -2.27
H -3.33 1.36 -1.05
C 1.01 -0.29 -4.83
O 0.89 1.10 -4.53
C -0.38 1.55 -4.48
O -1.37 0.88 -4.67
O -0.35 2.86 -4.19
C -1.64 3.47 -4.11
H 2.08 -0.53 -4.84
H 0.53 -0.89 -4.06
H 0.59 -0.51 -5.82
H -2.23 3.01 -3.31
H -2.17 3.40 -5.06
H -1.50 4.52 -3.87
C -4.67 0.80 4.72
O -3.39 0.17 4.60
C -2.35 1.02 4.62
O -2.41 2.22 4.74
O -1.22 0.30 4.50
C -0.03 1.07 4.51
H -5.43 0.02 4.69
H -4.75 1.33 5.67
H -4.84 1.49 3.88
H 0.08 1.61 5.46
H -0.02 1.77 3.67
H 0.82 0.39 4.40
C 5.43 -0.93 -1.78
O 5.79 -2.31 -1.89
C 5.37 -2.90 -3.02
O 4.75 -2.37 -3.92
O 5.77 -4.19 -2.99
C 5.40 -4.94 -4.14
H 5.82 -0.57 -0.82
H 5.88 -0.35 -2.58
H 4.34 -0.81 -1.78
H 5.85 -4.52 -5.04
H 4.31 -4.98 -4.24
H 5.77 -5.96 -4.01
C 8.07 -3.13 0.21
O 7.49 -2.45 1.32
C 8.35 -2.21 2.33
O 9.52 -2.52 2.36
O 7.67 -1.57 3.30
C 8.46 -1.25 4.45
H 7.29 -3.27 -0.54
H 8.87 -2.53 -0.23
H 8.45 -4.11 0.51
H 9.28 -0.58 4.17
H 8.85 -2.16 4.91
H 7.81 -0.74 5.16
*
```

---

12.
Molecular formula: C14H15ClFeNS4Te
Method: DFT, ωB97M-V/def2-TZVPD

Results
Relative energy (zero: lowest compared OMol25 entry of this formula, charge and spin) in kcal/mol: 0.0
Gap between HOMO and LUMO (alpha / beta) in eV: 5.2 / 5.2
LUMO energy (alpha / beta) in eV: 2.007 / 1.835

ORCA input file:
```
! RIJCOSX wB97M-V def2-TZVPD def2/J DEFGRID3
* xyz -1 5
Fe 1.70 1.93 1.23
S 1.76 4.07 1.56
S 1.99 4.30 3.59
S 1.57 2.64 4.62
S 1.71 1.14 3.21
C -4.70 -3.50 -0.09
C -3.60 -2.50 -0.04
C -2.99 -1.90 -1.16
C -1.94 -0.98 -1.06
C -1.37 -0.43 -2.37
C -1.51 -0.56 0.21
Te -0.71 1.50 0.28
C -2.06 -1.16 1.33
C -1.70 -0.63 2.69
C -3.06 -2.10 1.21
H -5.39 -3.33 -0.90
H -5.25 -3.45 0.82
H -4.32 -4.49 -0.15
H -3.33 -2.09 -2.19
H -1.73 -1.14 -3.14
H -0.29 -0.37 -2.39
H -1.91 0.51 -2.54
H -1.00 -1.27 3.18
H -2.58 -0.55 3.40
H -1.28 0.37 2.61
H -3.36 -2.53 2.18
Cl 3.24 0.41 -4.09
C 3.73 0.96 -2.50
C 5.01 1.50 -2.25
C 5.28 1.89 -0.93
C 4.20 2.03 -0.02
N 3.02 1.48 -0.17
C 2.76 0.97 -1.43
H 5.71 1.59 -3.09
H 6.24 2.38 -0.74
H 4.30 2.80 0.79
H 1.85 0.50 -1.64
*
```

---

Repeat the sixth record exactly.
Molecular formula: C5H11N
Method: DFT, ωB97M-V/def2-TZVPD

Results
Relative energy (zero: lowest compared OMol25 entry of this formula, charge and spin) in kcal/mol: 53.9
Gap between HOMO and LUMO in eV: 10.1
LUMO energy in eV: 1.047

ORCA input file:
```
! RIJCOSX wB97M-V def2-TZVPD def2/J DEFGRID3
* xyz 0 1
C 0.29 -0.07 1.39
C 0.32 -0.09 -0.10
C 1.77 0.02 -0.63
C -0.81 0.88 -0.55
C -1.65 -0.32 -0.50
H 1.07 0.72 1.84
H 0.49 -1.05 1.95
H -0.77 0.22 1.70
H 2.12 1.16 -0.51
H 2.57 -0.65 -0.07
H 1.83 -0.16 -1.73
H -1.07 1.72 0.17
H -0.70 1.42 -1.53
H -2.11 -0.08 0.58
H -2.38 -0.46 -1.32
H -0.51 -2.08 -0.03
N -0.46 -1.19 -0.65
*
```

---

Number 9 is which compound?
C31H41N3O5PtS2Te